Here is a cluster of 8 separate species, C41H77BBr4ClF8IN9O9 in total at a distorted geometry from the Open Molecules 2025 dataset. Energies are from the ωB97M-V functional and the def2-TZVPD basis.

Positions of all 151 atoms, in Å:
C 1.869 -0.239 -2.477
C 0.655 -1.106 -3.156
C -0.833 -0.779 -2.582
I -0.728 -1.240 -0.398
N -0.994 0.700 -2.674
C -2.364 1.287 -2.631
C -3.275 0.731 -3.919
C -4.804 0.829 -3.426
C -5.940 0.989 -4.634
O -7.245 0.591 -4.074
C -8.212 0.228 -5.121
C -9.679 0.946 -4.950
F -10.440 0.768 -6.218
F -9.424 2.431 -4.843
C -10.518 0.500 -3.614
F -11.895 1.105 -3.770
F -9.940 1.168 -2.407
C -10.753 -1.113 -3.446
F -12.210 -1.301 -3.094
F -10.588 -1.854 -4.753
C -9.905 -1.818 -2.232
F -8.490 -1.371 -2.119
F -9.841 -3.288 -2.569
B -3.058 1.929 -5.073
N -2.199 1.803 -6.313
O -3.702 3.277 -4.875
C -2.709 -0.748 -4.423
C -3.543 -1.457 -5.630
Br -2.806 -1.285 -7.540
C -4.809 -2.205 -5.611
C -5.503 -2.859 -6.988
Br -5.779 -2.519 -3.931
C -2.077 -1.695 -3.234
Cl -3.184 -1.858 -1.707
C -1.595 -3.180 -3.638
Br -0.627 -3.364 -5.416
C -2.645 -4.409 -3.584
C -2.921 -5.192 -5.016
Br -1.847 -5.884 -2.407
H 1.650 0.901 -2.331
H 2.241 -0.691 -1.446
H 2.787 -0.295 -3.240
H 0.646 -0.805 -4.311
H 0.991 -2.225 -3.126
H -0.464 1.126 -1.854
H -0.454 1.027 -3.529
H -2.285 2.471 -2.699
H -2.952 0.984 -1.666
H -4.891 1.871 -2.833
H -5.126 0.026 -2.606
H -5.641 0.453 -5.627
H -6.054 2.148 -4.914
H -8.243 -0.940 -5.221
H -7.757 0.629 -6.146
H -10.484 -1.771 -1.198
H -1.187 1.928 -6.032
H -2.399 2.590 -6.988
H -3.049 4.008 -5.095
H -1.684 -0.399 -4.973
H -6.427 -3.541 -6.685
H -5.913 -1.962 -7.619
H -4.722 -3.490 -7.597
H -0.753 -3.473 -2.837
H -3.676 -4.236 -3.102
H -2.035 -5.931 -5.319
H -3.838 -5.923 -4.790
H -3.276 -4.505 -5.888
C -0.388 5.309 0.728
C -0.372 5.050 -0.752
O 0.575 4.504 -1.313
N -1.456 5.442 -1.482
C -2.657 6.093 -1.014
H 0.541 4.943 1.174
H -0.463 6.383 0.918
H -1.226 4.781 1.191
H -1.374 5.235 -2.471
H -3.508 5.456 -1.268
H -2.751 7.047 -1.538
H -2.643 6.269 0.062
C 1.350 3.152 -8.148
C 0.867 4.062 -7.054
O -0.055 3.753 -6.303
N 1.486 5.269 -6.905
C 2.578 5.811 -7.678
H 0.762 2.230 -8.144
H 1.225 3.638 -9.120
H 2.400 2.894 -7.983
H 1.107 5.826 -6.148
H 3.408 6.012 -6.997
H 2.242 6.750 -8.125
H 2.909 5.132 -8.465
C 1.972 0.519 2.956
C 2.627 -0.340 1.910
O 2.186 -0.432 0.767
N 3.748 -1.034 2.262
C 4.415 -1.059 3.542
H 1.093 1.008 2.529
H 1.649 -0.099 3.798
H 2.668 1.291 3.294
H 4.132 -1.590 1.507
H 5.440 -0.713 3.396
H 4.429 -2.092 3.896
H 3.920 -0.428 4.282
C 5.198 -0.514 8.017
C 5.142 -1.789 7.222
O 4.379 -1.936 6.271
N 5.976 -2.806 7.585
C 6.936 -2.830 8.663
H 4.479 0.202 7.612
H 4.938 -0.713 9.060
H 6.198 -0.076 7.951
H 5.882 -3.631 7.005
H 7.923 -3.018 8.233
H 6.672 -3.650 9.334
H 6.957 -1.894 9.223
C 9.172 -1.782 11.739
C 9.827 -2.641 10.693
O 9.386 -2.733 9.550
N 10.948 -3.335 11.045
C 11.615 -3.360 12.325
H 8.293 -1.292 11.312
H 8.849 -2.400 12.581
H 9.868 -1.010 12.077
H 11.332 -3.891 10.290
H 12.640 -3.014 12.179
H 11.629 -4.393 12.679
H 11.120 -2.729 13.065
C 14.552 -6.636 10.165
C 13.700 -5.677 9.381
O 12.641 -5.234 9.817
N 14.137 -5.296 8.146
C 15.343 -5.701 7.463
H 14.076 -6.846 11.126
H 14.655 -7.577 9.617
H 15.534 -6.196 10.353
H 13.512 -4.649 7.679
H 15.930 -4.804 7.252
H 15.057 -6.175 6.522
H 15.942 -6.396 8.053
C -11.096 5.187 0.953
C -10.195 6.100 0.170
O -9.905 7.229 0.560
N -9.692 5.642 -1.013
C -9.912 4.359 -1.637
H -11.418 5.689 1.869
H -11.984 4.942 0.363
H -10.558 4.277 1.228
H -9.094 6.311 -1.483
H -8.942 3.872 -1.761
H -10.357 4.533 -2.620
H -10.569 3.717 -1.049

Force components x, y, z for each atom (eV/Å):
1.0 -0.3 -0.2
0.8 0.8 -1.1
1.4 -3.0 0.5
1.6 0.7 -0.3
1.1 1.3 0.2
-2.8 0.6 -0.7
-0.1 0.4 0.4
-1.3 1.2 1.0
0.4 1.5 0.2
-0.2 -0.4 -1.7
1.2 0.3 -1.4
1.1 1.8 -1.3
2.1 0.3 4.2
-1.0 -4.3 -0.2
-2.4 2.8 0.0
4.3 -1.8 0.6
-1.7 -2.6 -3.7
-2.2 -1.5 -0.7
4.7 0.4 -0.9
-0.2 2.7 4.2
1.2 -2.6 -0.1
-4.4 -1.1 -0.6
-0.1 4.3 0.9
0.1 2.1 -1.4
-0.3 1.2 1.9
2.1 -1.9 0.2
1.7 0.8 -1.3
-3.3 -1.8 0.2
-0.7 -0.1 2.3
3.2 1.3 -1.5
-0.3 0.3 1.1
0.7 0.2 -1.6
-0.2 1.3 0.0
-1.1 -0.5 -2.7
1.1 -1.1 1.7
-0.4 0.8 1.3
-0.7 -1.1 -1.3
-1.0 -1.4 0.6
-0.4 1.1 -0.6
0.3 -2.1 -0.2
-1.1 1.1 -2.2
-2.1 0.1 1.6
-0.2 -0.7 2.2
-1.1 2.1 0.1
-0.4 -0.7 -1.1
-0.9 -0.3 0.9
0.0 -2.6 0.3
1.6 0.5 -1.6
0.3 -2.2 -1.3
0.8 1.5 -2.2
-0.6 0.5 1.9
0.5 -2.5 0.6
-0.5 2.2 0.4
-1.5 -0.7 2.0
1.5 0.3 -2.3
-1.2 -0.3 -0.8
0.5 -1.1 1.2
-1.2 -1.5 -0.1
-2.3 -1.1 0.9
2.1 1.5 -0.5
0.9 -1.7 1.1
-1.5 1.4 1.3
-1.9 0.8 -1.8
2.0 0.3 -0.7
-1.9 2.1 0.6
1.9 1.6 -0.4
1.0 -1.1 1.7
0.2 0.0 0.2
0.3 -0.2 -0.6
-0.3 -0.1 0.2
0.6 -0.4 0.3
-0.2 0.0 -0.4
-0.2 0.1 -0.2
-0.1 -0.1 0.1
0.0 0.2 0.1
0.0 0.2 0.2
-0.2 0.2 0.2
-0.2 0.0 0.2
0.1 -0.1 -0.2
-0.1 -0.2 0.0
0.3 0.8 0.3
-0.1 -0.2 0.1
-0.7 -1.0 0.0
0.0 0.4 0.2
0.1 0.2 0.1
0.2 -0.1 0.1
-0.1 0.1 -0.2
0.1 -0.1 -0.2
0.1 0.0 -0.3
0.3 0.0 -0.1
-0.1 0.1 0.2
-0.2 0.1 0.0
0.9 -0.6 -0.1
-0.1 0.1 0.0
-1.0 0.6 -0.6
0.3 -0.4 -0.1
0.2 -0.2 0.0
0.2 0.2 0.1
-0.1 -0.1 0.2
-0.1 0.1 0.2
0.0 0.0 0.3
0.1 0.3 0.3
0.1 -0.3 -0.2
-0.1 0.3 0.0
0.2 -1.0 -0.2
0.0 0.2 0.2
-1.0 0.9 -0.4
0.1 -0.5 -0.5
0.1 -0.3 0.0
0.2 0.1 0.0
-0.1 0.0 0.2
0.0 0.2 0.2
-0.4 0.1 0.4
0.2 0.1 0.2
0.0 -0.2 -0.3
-0.3 0.2 0.0
0.9 -0.7 -0.2
0.5 0.3 0.6
-1.1 0.8 -0.3
0.1 -0.3 -0.3
0.2 -0.1 0.0
0.1 0.2 0.0
-0.1 -0.1 0.1
0.1 -0.1 0.2
0.0 0.0 0.3
0.1 0.1 0.2
0.0 -0.1 -0.2
0.0 -0.1 0.2
-0.4 0.5 -0.4
0.4 -0.2 0.0
-0.4 -0.2 0.8
-0.1 0.2 -0.3
0.0 0.1 -0.3
0.2 0.1 0.1
0.0 -0.2 -0.1
0.2 -0.2 0.1
0.2 -0.2 -0.1
0.3 -0.1 0.0
-0.2 0.2 -0.1
-0.2 0.0 0.2
0.5 1.0 0.0
-0.2 -0.6 -0.1
-0.2 0.2 0.6
0.2 0.2 -0.3
0.2 0.0 -0.3
0.1 -0.2 0.1
-0.2 0.0 -0.1
-0.2 -0.2 0.1
-0.2 -0.3 -0.1
0.0 -0.4 0.0
0.1 0.2 -0.1

Properties
net charge = +1
LUMO = -2.61 eV
E_tot = -14655.63677 Ha
E_HOMO = -10.02 eV
HOMO-LUMO gap = 7.4 eV